[1]
Here is C24H60F2KNO20P4S2 as an isolated structure at a distorted geometry from the OMol25 dataset. Energies are from ωB97M-V/def2-TZVPD.

Its total charge is 0. The strongest force on any atom comes out at 7.961 eV Å⁻¹. Its multiplicity is 1. As for the highest occupied orbital energy: -9.2988 eV.

Each line ends with the Löwdin charge.
CARTESIAN COORDINATES (ANGSTROEM)
K -2.9022 -11.7506 14.1481  0.7467
N -2.1644 -14.5426 14.7631  -0.2891
S -1.5426 -15.5635 15.7709  0.4450
O -0.4215 -16.3511 15.3483  -0.2749
O -2.3159 -16.0195 16.8784  -0.2628
F -0.6215 -14.3535 16.4486  -0.2726
S -3.3144 -15.6619 14.2351  0.5026
O -4.3949 -15.9996 15.1154  -0.2682
O -2.8136 -16.6438 13.3249  -0.2559
F -4.0120 -14.5948 13.2792  -0.2132
C 3.2004 -11.9076 11.6196  -0.0621
C 2.3631 -11.6723 12.8932  -0.2288
O 1.3792 -10.6359 12.7430  -0.1904
P 0.1136 -10.7387 11.7414  0.4596
O -1.1676 -10.5282 12.4325  -0.2868
O 0.4506 -9.6868 10.5708  -0.1691
C 0.2242 -8.2997 10.6968  -0.2748
C 1.3949 -7.5802 11.3663  -0.0541
O 0.2097 -12.1819 11.0850  -0.1686
C -0.2974 -13.3400 11.7424  -0.2595
C -1.5804 -13.7953 11.0839  -0.0580
H 4.1592 -11.3881 11.5987  0.0717
H 3.5578 -12.9414 11.6677  0.0800
H 2.6460 -11.7933 10.6930  0.0677
H 1.9152 -12.6196 13.1914  0.1067
H 3.0062 -11.3500 13.7085  0.1187
H -0.0278 -7.9446 9.6965  0.1227
H -0.6747 -8.0697 11.2811  0.0959
H 2.2198 -7.5703 10.6483  0.0794
H 1.1537 -6.5431 11.5937  0.0791
H 1.7847 -8.1075 12.2349  0.0686
H 0.3427 -14.2200 11.8314  0.1344
H -0.5084 -13.1966 12.8093  0.1002
H -2.5465 -13.3467 11.2966  0.0557
H -1.3921 -13.9273 10.0117  0.0870
H -1.7495 -14.8644 11.2719  0.0800
C -7.9693 -15.0401 15.9280  -0.0686
C -8.3775 -13.9434 14.9416  -0.2571
O -8.0087 -12.6358 15.3488  -0.1806
P -6.5816 -12.1867 15.9735  0.4528
O -5.4628 -12.6674 15.1435  -0.2472
O -6.7929 -10.6169 16.0682  -0.1699
C -8.0518 -10.0148 16.4566  -0.2459
C -7.6627 -8.6769 17.0624  -0.0794
O -6.6168 -12.6346 17.5121  -0.1627
C -5.4032 -12.8459 18.2032  -0.2746
C -4.6590 -14.1409 17.8843  -0.0631
H -6.8932 -14.9614 16.0893  0.0481
H -8.4639 -14.7657 16.8666  0.0823
H -8.2745 -16.0504 15.6720  0.0848
H -7.7483 -14.1300 14.0659  0.1155
H -9.4309 -14.1307 14.7438  0.1178
H -8.7322 -9.8614 15.6234  0.1185
H -8.5998 -10.5011 17.2639  0.1203
H -6.8672 -8.8602 17.7853  0.0672
H -7.3214 -7.9627 16.3105  0.0784
H -8.4558 -8.1428 17.5889  0.0782
H -4.7412 -11.9682 18.2271  0.0996
H -5.6291 -12.8521 19.2757  0.1185
H -5.3816 -14.9488 18.0754  0.0872
H -4.5727 -14.3775 16.8254  0.0326
H -3.8089 -14.3134 18.5352  0.0828
C -4.3218 -7.0386 19.6701  -0.0533
C -4.1010 -6.8579 18.1435  -0.2689
O -4.2112 -8.0132 17.3432  -0.1629
P -3.0223 -9.0361 17.1454  0.4174
O -3.1464 -10.0130 16.0848  -0.2896
O -1.8216 -8.0091 16.8644  -0.1799
C -0.7456 -8.4053 15.9773  -0.2365
C 0.5344 -8.5093 16.8009  -0.0539
O -2.7816 -9.5433 18.6420  -0.1792
C -2.0535 -10.7252 19.0035  -0.2475
C -0.9169 -10.3211 19.9525  -0.0417
H -5.2707 -7.5787 19.6966  0.0741
H -3.6045 -7.6131 20.2473  0.0615
H -4.4102 -6.0100 20.0163  0.0783
H -4.9168 -6.1949 17.8457  0.1173
H -3.1916 -6.3011 17.9086  0.1123
H -0.9818 -9.2742 15.3639  0.0980
H -0.6779 -7.6440 15.1965  0.1165
H 1.4531 -8.6382 16.2283  0.0773
H 0.6427 -7.6718 17.4874  0.0833
H 0.4931 -9.4118 17.4148  0.0586
H -2.6199 -11.5046 19.5283  0.1108
H -1.9055 -11.2466 18.0518  0.1162
H -1.3369 -9.6840 20.7271  0.0814
H -0.3307 -11.1392 20.3606  0.0840
H -0.2719 -9.7199 19.3097  0.0486
C -2.9704 -9.9044 7.1486  -0.0622
C -2.5437 -10.4011 8.5118  -0.2590
O -3.6260 -11.0984 9.1496  -0.1613
P -4.2719 -10.5343 10.5110  0.4786
O -3.9193 -11.3251 11.7127  -0.3098
O -5.8372 -10.6059 10.0821  -0.1771
C -6.4787 -11.8794 10.2448  -0.2659
C -7.9297 -11.5992 10.6405  -0.0693
O -3.9999 -8.9727 10.6735  -0.1754
C -3.6955 -8.3856 11.9356  -0.2400
C -3.8152 -6.8626 11.6865  -0.0647
H -3.9743 -9.4969 7.0639  0.0848
H -2.3182 -9.0589 6.8947  0.0759
H -2.6944 -10.6107 6.3656  0.0765
H -1.7188 -11.1105 8.4264  0.1226
H -2.1978 -9.5693 9.1287  0.0965
H -6.2889 -12.4861 9.3595  0.1201
H -6.1341 -12.5085 11.0702  0.1093
H -8.3517 -10.7342 10.1253  0.0728
H -8.6319 -12.4235 10.5056  0.0754
H -8.0242 -11.3549 11.7008  0.0710
H -4.3315 -8.6908 12.7627  0.1285
H -2.6333 -8.5061 12.1413  0.0817
H -4.8315 -6.4642 11.6787  0.0731
H -3.3427 -6.2992 12.4954  0.0732
H -3.3462 -6.5884 10.7429  0.0745

Atomic forces in eV per Å
-0.362 -0.312 -0.107
-2.682 -2.950 -0.921
6.422 1.981 4.266
-1.199 -0.719 -0.889
-0.481 -0.250 -0.506
-0.581 0.046 0.321
-2.640 1.876 -2.663
0.911 0.027 -0.117
0.265 0.087 0.642
0.012 0.164 -0.306
0.599 -0.722 0.676
0.658 -0.136 -0.799
-0.817 0.050 -0.477
0.597 -0.341 0.656
0.305 0.577 0.077
-0.140 -2.062 0.451
-0.662 1.178 0.901
0.542 -0.251 -1.208
1.009 0.976 -0.495
-2.163 -0.954 1.448
0.047 -1.911 -1.023
-0.376 0.696 -0.059
-0.338 -0.154 -0.141
0.003 0.131 0.055
-0.359 0.166 0.046
-0.079 0.076 0.040
0.487 0.089 -0.043
-0.070 -0.531 0.081
0.097 0.129 0.089
-0.126 -0.068 0.125
-0.408 0.028 0.187
0.926 0.585 -0.959
0.068 0.739 -0.048
0.372 0.751 -0.027
-0.205 0.850 -0.160
0.165 0.089 0.787
-0.059 1.367 1.050
1.848 -2.230 -0.632
-0.114 0.968 1.471
-1.427 -0.680 -0.827
0.021 0.749 0.723
-0.470 -0.414 -0.428
0.061 1.345 0.922
0.270 0.617 -0.088
-0.249 -0.084 -1.098
1.732 0.013 1.765
-2.177 -0.695 -0.363
-0.012 -0.481 -0.013
0.146 -0.338 0.177
0.062 0.090 -0.398
-0.615 -0.023 -0.455
-0.132 1.212 -0.183
0.247 -0.423 -0.342
0.333 -0.950 -0.281
0.082 0.148 -0.074
0.320 -0.200 -0.045
-0.336 -0.441 -0.025
-0.100 0.132 -1.058
-0.632 -0.353 -0.135
0.097 -0.004 0.702
1.108 0.770 -0.072
0.294 0.150 -0.378
-0.344 -0.331 -1.516
0.110 1.291 1.147
0.016 -1.259 -0.348
0.866 2.039 1.501
-0.537 -1.030 -0.440
0.055 -0.820 -0.394
0.589 0.787 -0.394
-0.167 -0.769 0.131
-0.847 0.029 -0.097
-0.011 -1.292 0.137
0.031 0.463 -1.872
-0.143 0.260 0.593
0.330 0.142 -0.271
-0.170 -0.173 0.480
-0.042 -0.243 -0.272
0.179 -0.313 0.036
-0.093 -0.446 0.627
0.099 0.437 0.358
-0.184 0.280 -0.357
-0.044 0.163 -0.179
-0.120 0.008 0.063
-0.963 0.760 0.106
1.270 0.051 0.176
0.038 -0.121 0.128
-0.262 -0.176 0.006
0.377 0.216 0.569
1.311 0.701 -0.606
0.094 -0.052 -0.130
-0.006 1.148 1.075
-1.028 -1.169 0.169
-0.364 0.536 -0.665
1.480 0.057 1.084
-1.149 -0.659 0.630
-0.596 0.355 -0.195
-0.385 -1.373 -0.941
0.662 2.431 -0.286
-0.417 0.072 0.568
-0.180 -0.458 0.188
-0.005 0.089 0.151
-0.736 -0.283 0.024
-0.023 0.050 0.009
-0.144 -0.094 0.112
-0.501 0.256 -0.325
0.882 0.532 0.065
0.149 -0.093 -0.293
0.339 -0.236 -0.299
0.440 0.019 0.050
-0.013 -0.431 -0.182
-0.165 -0.820 0.293
-0.165 -0.415 -0.227
0.276 -0.198 -0.017
0.116 -0.090 0.020


[2]
Here is C26H29N8Ni as an isolated structure from the OMol25 dataset. Energies are from ωB97M-V/def2-TZVPD.

Its total charge is +1. The strongest force on any atom comes out at 0.201 eV Å⁻¹. Its multiplicity is 1. As for the highest occupied orbital energy (spin up / spin down): -9.7323 / -9.7358 eV.

Each line ends with the Löwdin charge.
CARTESIAN COORDINATES (ANGSTROEM)
Ni 0.3107 -0.0267 0.1610  0.4277
C -1.9494 4.3982 2.5761  -0.1054
C -0.8013 4.5856 1.8184  -0.0922
C -0.4049 3.6240 0.8999  -0.0274
C -1.1645 2.4703 0.7291  -0.3083
C -2.3095 2.2779 1.4970  -0.0282
C -2.6991 3.2402 2.4177  -0.0738
N -0.7571 1.4911 -0.2102  0.0004
C -1.3642 1.3873 -1.3908  -0.2087
C -2.3494 2.2733 -1.9213  0.0007
C -2.8351 2.0562 -3.1767  -0.0534
C -2.4123 0.9673 -3.9936  -0.0778
C -1.4893 0.0892 -3.5162  -0.0090
C -0.9755 0.2876 -2.2145  -0.1932
N -0.0740 -0.5062 -1.5920  -0.0356
N 0.4204 -1.5594 -2.1018  0.1287
C 1.3132 -2.1473 -1.2100  -0.2880
C 2.0035 -3.2997 -1.5641  0.0119
C 2.8739 -3.8495 -0.6431  -0.0384
C 3.0335 -3.2453 0.5990  -0.0439
C 2.3117 -2.1026 0.8792  -0.0956
N 1.4722 -1.5604 -0.0035  0.0345
H -2.2641 5.1565 3.2816  0.1077
H -0.2220 5.4940 1.9296  0.1053
H 0.4814 3.7635 0.2933  0.1201
H -2.8867 1.3724 1.3575  0.1070
H -3.5975 3.0916 3.0032  0.1060
H -2.6853 3.1142 -1.3305  0.1149
H -3.5721 2.7417 -3.5763  0.1121
H -2.8298 0.8541 -4.9835  0.1050
H -1.1363 -0.7541 -4.0936  0.1129
H 1.8432 -3.7301 -2.5411  0.1208
H 3.4270 -4.7456 -0.8903  0.1180
H 3.7063 -3.6507 1.3400  0.1112
H 2.3903 -1.5907 1.8283  0.1051
N 0.9226 0.6155 1.8632  0.1844
C 1.1903 1.2922 2.7607  -0.1757
N 1.4889 2.0424 3.7758  -0.0667
C 2.7036 2.8747 3.7741  -0.1192
C 2.3528 4.2978 4.1776  -0.1699
C 1.5862 4.3135 5.4976  -0.1866
C 0.3281 3.4539 5.4054  -0.1683
C 0.6692 2.0293 4.9982  -0.1171
H 3.1418 2.8296 2.7785  0.1309
H 3.4164 2.4386 4.4813  0.1317
H 1.7463 4.7502 3.3891  0.1029
H 3.2733 4.8779 4.2568  0.1204
H 1.3205 5.3367 5.7637  0.1163
H 2.2314 3.9379 6.2989  0.1188
H -0.3602 3.8755 4.6682  0.0933
H -0.1928 3.4277 6.3639  0.1209
H -0.2255 1.4432 4.7943  0.1295
H 1.2398 1.5256 5.7853  0.1311
C -3.6123 -2.9692 3.1596  -0.0351
N -3.4244 -2.6217 1.7532  -0.2015
C -4.6217 -2.5114 0.9221  -0.0317
C -2.3708 -1.9022 1.4210  -0.2483
N -1.4450 -1.2910 1.0944  0.2052
H -4.1634 -3.9062 3.2167  0.0930
H -4.1685 -2.1934 3.6925  0.0938
H -2.6422 -3.1057 3.6306  0.0942
H -5.1673 -3.4522 0.9707  0.0931
H -4.3295 -2.3286 -0.1089  0.0953
H -5.2716 -1.7014 1.2636  0.0942

Atomic forces in eV per Å
0.120 0.127 -0.014
-0.021 0.016 0.003
-0.011 0.020 -0.031
-0.051 -0.016 0.023
-0.013 0.040 -0.029
0.041 0.026 -0.002
-0.001 -0.003 -0.007
-0.031 -0.092 -0.034
-0.034 0.058 0.031
0.015 -0.013 -0.011
0.022 -0.027 0.008
0.033 0.001 0.053
-0.041 0.026 -0.037
-0.010 -0.001 -0.045
0.045 -0.020 0.126
-0.046 0.055 -0.065
0.018 -0.013 0.043
-0.040 0.094 0.057
0.012 0.006 0.031
0.031 -0.043 -0.013
-0.049 0.044 -0.030
0.012 -0.108 -0.026
-0.003 -0.001 0.000
-0.005 0.001 -0.004
0.005 -0.007 -0.010
0.008 -0.009 -0.001
0.000 0.007 0.005
0.001 -0.001 -0.008
-0.001 0.008 0.007
0.011 -0.026 -0.005
-0.017 0.005 -0.017
-0.010 0.006 -0.008
0.007 0.000 0.009
-0.001 -0.004 -0.001
0.005 -0.009 0.004
0.155 -0.062 -0.112
-0.078 -0.020 -0.031
0.006 0.041 0.015
0.020 -0.018 0.000
0.019 0.004 -0.008
0.001 0.012 0.013
-0.030 -0.004 0.014
-0.026 -0.010 0.012
0.002 0.009 0.003
-0.004 0.008 0.001
-0.009 -0.005 0.005
0.003 -0.009 0.001
0.000 0.001 -0.001
0.001 -0.004 0.000
0.044 -0.020 0.027
0.002 -0.004 0.002
-0.004 0.004 0.010
-0.002 0.013 -0.001
0.007 -0.006 0.013
-0.026 -0.064 0.046
-0.013 0.005 -0.024
0.023 0.082 -0.112
-0.084 -0.103 0.119
-0.002 0.004 -0.003
-0.001 -0.003 -0.005
-0.005 -0.001 0.005
0.000 0.003 0.003
-0.007 0.001 0.000
0.004 -0.004 0.001